Record 1
{
  "formula": "HO2PS",
  "method": "the ωB97M-V functional and the def2-TZVPD basis",
  "symbols": ["O", "O", "P", "S", "H"],
  "coordinates": [[0.13, 0.09, -1.98], [1.70, -0.87, -0.45], [0.01, -1.08, -0.68], [1.88, 0.12, -1.85], [-0.47, -0.34, 0.50]],
  "total_energy_ev": -24233.0085,
  "gap_ev": 7.56,
  "de_lowest_kcal_mol": 50.9,
  "lumo_ev": -1.05
}

Record 2
{
  "formula": "HO3S3",
  "method": "the ωB97M-V functional and the def2-TZVPD basis",
  "symbols": ["O", "S", "O", "O", "S", "S", "H"],
  "coordinates": [[-0.14, -1.24, 0.62], [0.84, -0.37, 0.07], [2.14, -0.31, 0.73], [0.97, -0.62, -1.36], [-0.24, 1.63, 0.61], [-2.08, 1.07, -0.36], [-1.50, -0.15, -0.32]],
  "smiles": "O=S(=O)([O-])SS",
  "total_energy_ev": -38666.0634,
  "gap_ev": 7.81,
  "de_lowest_kcal_mol": 10.5,
  "lumo_ev": 3.28,
  "charge": -1
}

Record 3
{
  "formula": "HO3S3",
  "method": "the ωB97M-V functional and the def2-TZVPD basis",
  "symbols": ["O", "O", "O", "S", "S", "S", "H"],
  "coordinates": [[1.64, 0.31, -0.05], [-0.51, 0.14, 1.14], [-0.39, -0.20, -1.24], [-0.98, 1.65, 0.72], [0.75, -2.42, 0.11], [0.44, -0.53, -0.13], [-0.97, 1.06, -0.55]],
  "total_energy_ev": -38664.7710,
  "gap_ev": 7.97,
  "de_lowest_kcal_mol": 40.3,
  "lumo_ev": 3.44,
  "charge": -1
}

Record 4
{
  "formula": "HO5S2",
  "method": "the ωB97M-V functional and the def2-TZVPD basis",
  "symbols": ["O", "O", "O", "O", "O", "S", "S", "H"],
  "coordinates": [[1.95, 2.48, -2.28], [0.07, 3.61, -3.34], [-2.18, 1.41, -2.37], [-0.77, -0.26, 0.48], [-0.33, 0.61, -0.90], [0.67, 2.32, -2.98], [-1.15, 1.80, -1.37], [-0.19, 0.16, 1.16]],
  "total_energy_ev": -31922.0573,
  "gap_ev": [7.12, 7.03],
  "de_lowest_kcal_mol": 86.2,
  "lumo_ev": [3.39, 2.95],
  "charge": -1
}

Record 5
{
  "formula": "HgI2",
  "method": "the ωB97M-V functional and the def2-TZVPD basis",
  "symbols": ["Hg", "I", "I"],
  "coordinates": [[-0.47, -0.38, -0.66], [1.86, -1.64, 0.22], [-1.38, 2.02, 0.44]],
  "total_energy_ev": -20377.0847,
  "gap_ev": 6.91,
  "de_lowest_kcal_mol": 17.5,
  "lumo_ev": -2.69
}

Record 6
{
  "formula": "I2P4S3",
  "method": "the ωB97M-V functional and the def2-TZVPD basis",
  "symbols": ["I", "P", "S", "P", "S", "P", "S", "P", "I"],
  "coordinates": [[3.08, -0.56, 0.24], [1.28, -1.61, -0.91], [-0.24, -2.35, 0.48], [-1.66, -0.79, 0.50], [-1.69, -0.25, -1.69], [0.31, 0.34, -1.85], [0.42, 1.92, -0.42], [-0.15, 0.74, 1.26], [-1.36, 2.55, 2.40]],
  "smiles": "IP1SP2SP1#S#P2I",
  "total_energy_ev": -85865.4899,
  "gap_ev": 7.73,
  "de_lowest_kcal_mol": 11.0,
  "lumo_ev": -0.88
}